No. 1
{"formula": "C2H4N2O2", "method": "ωB97M-V/def2-TZVPD", "fmax_ev_per_a": 3.4, "charge": 0, "lumo_energy_ev": [-0.7, -0.6], "homo_lumo_gap_ev": [8.929, 8.503], "de_lowest_kcal_mol": 104.9, "species": ["C", "N", "C", "N", "O", "O", "H", "H", "H", "H"], "xyz": [[0.512, 0.475, 0.683], [1.456, 0.760, -0.207], [-0.576, -0.534, 0.518], [-1.354, -0.483, -0.585], [0.843, 0.986, -1.336], [-0.852, -1.205, 1.498], [2.420, 0.402, -0.203], [0.713, 0.752, 1.712], [-1.044, -0.018, -1.425], [-2.117, -1.136, -0.656]], "nbo_charge": [-0.031, -0.119, 0.593, -0.797, -0.472, -0.587, 0.393, 0.196, 0.424, 0.400]}

---

No. 2
{"formula": "C4H4O2", "method": "ωB97M-V/def2-TZVPD", "fmax_ev_per_a": 0.7, "charge": 0, "smiles": "O=CC#CCO", "lumo_energy_ev": 0.1, "homo_lumo_gap_ev": 10.550, "de_lowest_kcal_mol": 53.7, "species": ["O", "C", "C", "C", "C", "O", "H", "H", "H", "H"], "xyz": [[1.543, -1.255, 0.902], [1.194, -0.935, -0.426], [0.263, 0.197, -0.463], [-0.653, 0.972, -0.321], [-1.984, 1.306, 0.157], [-2.968, 0.771, -0.293], [1.925, -0.465, 1.305], [0.639, -1.793, -0.817], [2.069, -0.784, -1.069], [-2.027, 1.986, 1.025]], "nbo_charge": [-0.685, -0.148, 0.064, -0.140, 0.367, -0.481, 0.471, 0.220, 0.197, 0.137]}

---

No. 3
{"formula": "CN3O4S", "method": "ωB97M-V/def2-TZVPD", "fmax_ev_per_a": 4.3, "charge": -1, "lumo_energy_ev": 3.5, "homo_lumo_gap_ev": 9.262, "de_lowest_kcal_mol": 40.5, "species": ["C", "N", "N", "N", "O", "O", "O", "O", "S"], "xyz": [[1.181, 1.347, -0.041], [1.721, 2.315, 0.343], [0.500, 0.243, -0.498], [0.833, -0.905, -0.001], [-2.738, -0.102, -1.121], [1.812, -1.109, 0.639], [0.163, -1.829, -0.373], [-1.639, -0.341, 1.145], [-1.833, 0.383, -0.093]], "nbo_charge": [0.424, -0.454, -0.538, 0.628, -0.896, -0.462, -0.469, -0.896, 1.663]}

---

No. 4
{"formula": "C15H25N2", "method": "ωB97M-V/def2-TZVPD", "fmax_ev_per_a": 3.5, "charge": 1, "smiles": "CC[N+]1(CC)CCCN(c2ccccc2)CC1", "lumo_energy_ev": -2.3, "homo_lumo_gap_ev": 8.915, "de_lowest_kcal_mol": 35.1, "species": ["C", "C", "C", "C", "C", "C", "N", "C", "C", "C", "C", "C", "C", "C", "C", "C", "N", "H", "H", "H", "H", "H", "H", "H", "H", "H", "H", "H", "H", "H", "H", "H", "H", "H", "H", "H", "H", "H", "H", "H", "H", "H"], "xyz": [[2.843, -1.453, 4.967], [3.177, -2.158, 3.778], [2.024, -0.330, 4.802], [2.505, -1.903, 2.630], [1.264, -0.130, 3.638], [1.490, -0.889, 2.533], [0.855, -0.593, 1.307], [0.310, 4.025, -1.299], [-1.111, 1.358, -2.984], [-0.512, -1.174, 1.266], [1.584, -0.245, 0.146], [-1.266, -0.607, 0.033], [-0.349, 2.956, -0.402], [0.085, 1.152, -2.086], [1.339, 1.154, -0.263], [-1.180, 0.937, 0.067], [-0.030, 1.553, -0.661], [3.370, -1.668, 5.905], [3.937, -2.883, 3.723], [2.057, 0.329, 5.653], [2.643, -2.597, 1.756], [0.742, 0.859, 3.629], [1.390, 3.903, -1.171], [0.130, 3.859, -2.351], [-0.131, 4.966, -1.025], [-1.726, 2.241, -2.786], [-0.653, 1.422, -3.944], [-1.680, 0.530, -2.918], [-0.549, -2.274, 1.262], [-0.955, -0.786, 2.182], [2.612, -0.300, 0.286], [1.412, -0.926, -0.643], [-0.891, -0.904, -0.995], [-2.351, -0.928, 0.180], [-1.444, 3.054, -0.540], [-0.254, 3.088, 0.674], [0.945, 1.660, -2.560], [0.239, 0.047, -2.065], [1.489, 1.706, 0.643], [2.055, 1.453, -1.064], [-1.036, 1.277, 1.089], [-2.156, 1.445, -0.168]], "nbo_charge": [-0.196, -0.193, -0.182, -0.247, -0.250, 0.144, -0.508, -0.627, -0.633, -0.191, -0.223, -0.448, -0.209, -0.215, -0.216, -0.226, -0.231, 0.229, 0.222, 0.223, 0.216, 0.214, 0.219, 0.221, 0.253, 0.223, 0.242, 0.216, 0.205, 0.212, 0.246, 0.191, 0.211, 0.258, 0.220, 0.231, 0.232, 0.230, 0.226, 0.235, 0.232, 0.245]}

---

No. 5
{"formula": "C8H9F2N2O", "method": "ωB97M-V/def2-TZVPD", "fmax_ev_per_a": 5.7, "charge": 1, "smiles": "C=CC(F)(F)c1c[nH+]c(C=O)n1C", "lumo_energy_ev": -5.5, "homo_lumo_gap_ev": 8.579, "de_lowest_kcal_mol": 0.0, "species": ["C", "C", "C", "C", "C", "C", "C", "C", "N", "N", "O", "F", "F", "H", "H", "H", "H", "H", "H", "H", "H", "H"], "xyz": [[0.486, -1.964, 0.077], [-0.119, -0.809, 0.474], [2.046, -0.401, 0.318], [-2.604, -0.530, -1.511], [3.394, 0.067, 0.203], [-2.405, 0.155, -0.367], [0.775, 1.476, 0.972], [-1.717, -0.548, 0.720], [0.862, 0.154, 0.644], [1.870, -1.793, 0.105], [4.324, -0.729, 0.102], [-2.248, -1.829, 0.985], [-1.834, 0.068, 1.911], [0.046, -2.980, 0.056], [-3.294, -0.003, -2.128], [-2.083, -1.514, -1.588], [3.501, 1.212, 0.304], [-2.928, 1.061, -0.165], [0.389, 2.096, 0.079], [0.220, 1.794, 1.790], [1.684, 1.975, 1.144], [2.647, -2.435, 0.055]], "nbo_charge": [-0.002, 0.093, 0.298, -0.280, 0.354, -0.333, -0.449, 0.693, -0.243, -0.432, -0.431, -0.334, -0.313, 0.278, 0.240, 0.219, 0.164, 0.249, 0.239, 0.266, 0.243, 0.482]}

---

No. 6
{"formula": "C4H39NO15", "method": "ωB97M-V/def2-TZVPD", "fmax_ev_per_a": 7.8, "charge": 0, "lumo_energy_ev": -0.1, "homo_lumo_gap_ev": 9.671, "de_lowest_kcal_mol": 151.8, "species": ["C", "N", "C", "C", "C", "O", "H", "H", "H", "H", "H", "H", "H", "H", "H", "H", "H", "H", "H", "O", "H", "H", "O", "H", "H", "O", "H", "H", "O", "H", "H", "O", "H", "H", "O", "H", "H", "O", "H", "H", "O", "H", "H", "O", "H", "H", "O", "H", "H", "O", "H", "H", "O", "H", "H", "O", "H", "H", "O"], "xyz": [[-0.984, 0.279, -2.007], [-0.828, 0.656, -0.578], [0.617, 0.717, -0.126], [1.144, -0.694, 0.344], [2.470, -1.241, -0.219], [1.355, -0.522, 1.658], [-2.179, 0.443, -2.134], [-0.426, 0.878, -2.759], [-0.764, -0.835, -2.083], [-1.320, 1.542, -0.405], [0.734, 1.311, 0.770], [1.301, 1.064, -0.975], [0.354, -1.446, 0.043], [2.460, -2.310, -0.642], [3.206, -1.036, 0.565], [2.670, -0.695, -1.188], [0.875, -0.118, 2.309], [2.611, 3.308, -1.038], [1.402, 3.663, -1.782], [2.042, 2.925, -1.683], [-0.190, -4.059, -2.501], [-0.692, -2.687, -2.608], [-0.264, -3.345, -3.114], [-2.381, 2.393, 2.552], [-3.201, 2.667, 1.380], [-2.348, 2.884, 1.685], [-1.236, -0.016, 3.600], [-1.304, 0.826, 2.456], [-0.713, 0.756, 3.197], [3.918, 0.832, -0.222], [4.083, 1.874, -1.194], [4.584, 1.355, -0.610], [-1.687, -1.099, 2.179], [-1.689, -2.651, 2.707], [-1.845, -1.710, 3.012], [-0.140, -3.459, 1.445], [-0.742, -4.357, 0.306], [-0.959, -3.548, 0.932], [0.701, 4.711, -0.569], [-0.579, 4.705, -1.333], [0.480, 4.894, -1.425], [-3.534, -2.299, -2.478], [-2.930, -1.190, -1.766], [-2.996, -1.611, -2.621], [0.266, -2.898, 3.364], [1.101, -1.987, 2.479], [0.917, -2.901, 2.697], [2.757, 2.060, 1.402], [2.478, 2.165, 2.830], [2.362, 2.539, 2.068], [-3.620, -0.034, 2.088], [-3.032, 0.117, 0.660], [-3.432, 0.622, 1.438], [2.052, 0.994, -4.123], [0.990, 0.080, -4.573], [1.956, 0.152, -4.604], [-1.524, -0.905, -0.034], [-2.056, -2.298, 0.863], [-2.291, -1.459, 0.363]], "nbo_charge": [-0.417, -0.688, -0.289, 0.094, -0.660, -0.779, 0.206, 0.191, 0.188, 0.394, 0.233, 0.220, 0.153, 0.236, 0.225, 0.226, 0.525, 0.456, 0.489, -0.987, 0.454, 0.466, -0.918, 0.474, 0.479, -0.952, 0.496, 0.472, -0.963, 0.455, 0.467, -0.920, 0.499, 0.494, -1.016, 0.511, 0.498, -1.010, 0.473, 0.493, -0.912, 0.462, 0.476, -0.937, 0.473, 0.494, -0.963, 0.463, 0.461, -0.919, 0.478, 0.512, -1.007, 0.468, 0.462, -0.926, 0.514, 0.521, -1.086]}

---

No. 7
{"formula": "C2HBr4N3", "method": "ωB97M-V/def2-TZVPD", "fmax_ev_per_a": 6.1, "charge": 0, "lumo_energy_ev": -0.6, "homo_lumo_gap_ev": 9.466, "de_lowest_kcal_mol": 4.0, "species": ["C", "C", "N", "N", "N", "Br", "Br", "Br", "Br", "H"], "xyz": [[0.893, -0.203, -0.495], [-0.054, 0.236, 0.610], [0.023, -0.587, -1.542], [-1.176, -0.297, -1.276], [-1.448, 0.355, -0.207], [1.857, 1.334, -1.255], [2.121, -1.565, 0.077], [-0.395, -1.216, 1.923], [0.347, 1.855, 1.702], [-2.169, 0.089, 0.463]], "nbo_charge": [-0.161, -0.082, -0.268, 0.077, -0.419, 0.099, 0.143, 0.072, 0.122, 0.418]}

---

No. 8
{"formula": "C6H11NO", "method": "ωB97M-V/def2-TZVPD", "fmax_ev_per_a": 4.4, "charge": 0, "smiles": "C/C=C(/N)C(=O)CC", "lumo_energy_ev": 1.0, "homo_lumo_gap_ev": 9.085, "de_lowest_kcal_mol": 44.3, "species": ["C", "C", "C", "C", "C", "N", "C", "O", "H", "H", "H", "H", "H", "H", "H", "H", "H", "H", "H"], "xyz": [[0.646, 1.007, -1.198], [1.899, 0.505, -0.518], [-0.800, -2.040, -0.238], [-0.894, 0.917, -0.540], [-0.649, 0.309, 0.770], [-0.499, 1.166, 1.847], [-0.726, -1.047, 0.878], [-1.894, 1.128, -1.182], [-1.053, 2.015, 1.758], [-0.644, 0.703, 2.738], [0.722, 2.086, -1.366], [0.518, 0.521, -2.169], [-0.869, -1.451, 1.877], [2.059, 1.003, 0.442], [2.774, 0.717, -1.141], [1.862, -0.576, -0.360], [0.179, -2.498, -0.411], [-1.509, -2.833, 0.015], [-1.122, -1.631, -1.203]], "nbo_charge": [-0.518, -0.622, -0.643, 0.607, 0.062, -0.799, -0.274, -0.504, 0.378, 0.382, 0.219, 0.221, 0.196, 0.217, 0.219, 0.211, 0.210, 0.221, 0.217]}